This record from the OMol25 dataset describes C5H6N2O as an isolated structure. The level of theory is ωB97M-V/def2-TZVPD.

Atoms and positions in Å:
C -1.386 -1.451 0.616
C 0.700 0.094 -0.201
C -0.768 -0.298 -0.053
C 0.042 1.268 -0.997
C 1.032 1.239 0.732
O 1.605 -0.880 -0.575
N -1.281 0.679 -0.700
N 0.478 2.186 0.075
H 2.422 -0.470 -0.883
H 0.216 1.581 -2.017
H 1.530 1.296 1.685
H -1.167 -2.349 0.035
H -0.964 -1.586 1.612
H -2.461 -1.308 0.672

Output
HOMO-LUMO gap ... 10.01 eV
Energy relative to the best compared isomer or geometry (same formula, charge and spin) ... 64.5 kcal per mole
E_LUMO ... 0.015 Ha

natural (NBO) atomic charge list, values in e, 5 entries: number 1, C, carries -0.68; number 2, C, carries 0.11; number 3, C, carries 0.30; number 4, C, carries 0.03; number 5, C, carries 0.06

***

This record from the OMol25 dataset describes C44H34AsCl3F6N2O2P2PbTe as an isolated structure. The level of theory is ωB97M-V/def2-TZVPD.

Atoms and positions in Å:
Pb 0.122 1.839 0.975
N -1.540 0.727 2.261
C -2.716 -0.071 1.981
C -3.003 -1.117 2.848
C -4.165 -1.852 2.698
C -5.054 -1.526 1.682
C -4.751 -0.495 0.812
C -3.570 0.242 0.931
C -3.282 1.254 -0.116
C -3.454 0.886 -1.456
C -3.367 1.803 -2.486
C -3.100 3.138 -2.201
C -2.892 3.528 -0.891
C -2.981 2.589 0.125
H -1.001 0.251 2.988
H -1.856 1.564 2.762
H -2.323 -1.329 3.665
H -4.386 -2.655 3.387
H -5.982 -2.069 1.571
H -5.448 -0.234 0.026
H -3.692 -0.146 -1.674
H -3.521 1.480 -3.507
H -3.062 3.874 -2.992
H -2.683 4.561 -0.638
Te 3.328 -0.549 -2.296
C 3.495 -2.644 -2.121
C 4.583 -3.266 -1.529
C 4.615 -4.656 -1.522
N 3.665 -5.418 -2.052
C 2.638 -4.806 -2.633
C 2.505 -3.426 -2.702
C 1.693 -0.294 -1.082
P 0.268 0.645 -1.648
C -0.389 -0.407 -2.964
C -1.247 -1.436 -2.578
C -1.655 -2.385 -3.504
C -1.208 -2.305 -4.816
C -0.356 -1.279 -5.204
C 0.061 -0.332 -4.280
C 0.934 2.153 -2.411
C 0.148 2.860 -3.323
C 0.571 4.088 -3.802
C 1.776 4.630 -3.370
C 2.557 3.941 -2.457
C 2.137 2.708 -1.974
P 1.583 -0.564 0.681
C 3.235 -0.694 1.378
C 3.909 -1.914 1.418
C 5.192 -1.971 1.937
C 5.797 -0.820 2.426
C 5.119 0.391 2.411
C 3.836 0.453 1.891
C 0.714 -2.097 1.050
C 0.427 -3.045 0.075
C -0.231 -4.216 0.427
C -0.607 -4.432 1.744
C -0.335 -3.478 2.717
C 0.320 -2.308 2.373
H 5.387 -2.700 -1.080
H 5.447 -5.178 -1.065
H 1.883 -5.448 -3.072
H 1.647 -2.984 -3.195
H -1.589 -1.499 -1.550
H -2.323 -3.180 -3.203
H -1.523 -3.045 -5.539
H -0.012 -1.217 -6.227
H 0.724 0.467 -4.589
H -0.789 2.441 -3.666
H -0.040 4.627 -4.513
H 2.103 5.589 -3.748
H 3.494 4.360 -2.118
H 2.757 2.186 -1.254
H 3.426 -2.814 1.058
H 5.717 -2.916 1.974
H 6.795 -0.871 2.839
H 5.581 1.280 2.816
H 3.304 1.399 1.901
H 0.714 -2.871 -0.954
H -0.443 -4.960 -0.329
H -1.113 -5.349 2.016
H -0.633 -3.647 3.743
H 0.544 -1.572 3.139
Cl -3.514 6.560 1.677
C -3.025 5.149 2.641
Cl -3.693 5.253 4.255
Cl -1.259 5.089 2.688
C -3.653 3.933 1.909
O -4.816 3.825 1.719
O -2.730 3.038 1.432
F 0.553 2.458 3.383
As 0.046 2.260 5.111
F -0.095 0.543 4.727
F 1.695 2.026 5.514
F -0.507 1.996 6.703
F 0.172 3.954 5.313
F -1.608 2.452 4.529

Output
⟨S²⟩ ... 0.757
HOMO-LUMO gap (alpha / beta) ... 8.04 / 6.08 eV
Energy relative to the best compared isomer or geometry (same formula, charge and spin) ... 0.0 kcal per mole
Net charge ... +1
E_LUMO (alpha / beta) ... -0.111 / -0.194 Ha
2S+1 ... 2

Mulliken atomic charge list, values in e, 5 entries: number 1, Pb, carries 1.66; number 2, N, carries 0.85; number 3, C, carries 0.12; number 4, C, carries -0.62; number 5, C, carries -0.83

***

This record from the OMol25 dataset describes C18H33AuGeNO7PSe as an isolated structure. The level of theory is ωB97M-V/def2-TZVPD.

Atoms and positions in Å:
Au -0.554 -0.633 0.191
O 3.287 -0.242 -0.341
C 2.252 -0.733 -0.742
O 1.358 -1.275 0.004
C 2.030 -0.850 -2.249
C 0.827 -0.593 -2.898
C 0.696 -0.836 -4.251
C 1.779 -1.328 -4.972
C 3.006 -1.536 -4.352
C 3.120 -1.293 -2.998
N 1.610 -1.636 -6.365
O 2.589 -1.967 -7.002
O 0.487 -1.557 -6.827
H -0.019 -0.195 -2.352
H -0.240 -0.658 -4.760
H 3.848 -1.902 -4.924
H 4.059 -1.451 -2.489
C -4.082 -1.716 -2.313
C -3.459 -0.362 -2.021
O -3.724 -0.016 -0.666
P -2.534 0.343 0.364
O -2.164 1.863 0.141
C -2.910 3.008 0.571
C -4.214 3.170 -0.188
O -3.364 0.414 1.706
C -3.948 -0.712 2.356
C -3.138 -1.983 2.212
H -4.030 -1.945 -3.374
H -5.126 -1.693 -2.005
H -3.568 -2.503 -1.763
H -3.903 0.416 -2.650
H -2.379 -0.382 -2.206
H -2.238 3.850 0.372
H -3.086 2.917 1.646
H -4.024 3.161 -1.259
H -4.677 4.117 0.072
H -4.900 2.363 0.059
H -4.953 -0.858 1.946
H -4.016 -0.425 3.409
H -3.074 -2.259 1.162
H -3.623 -2.789 2.760
H -2.132 -1.827 2.595
C 2.478 -1.769 3.703
Ge 1.907 -0.465 5.081
C 3.230 0.995 5.372
C 1.646 -1.430 6.809
C 0.092 0.343 4.709
Se -0.341 1.109 2.944
C 1.408 1.695 2.330
H 3.528 -2.011 3.836
H 2.336 -1.410 2.689
H 1.906 -2.686 3.815
H 3.936 0.692 6.140
H 2.756 1.917 5.699
H 3.794 1.196 4.468
H 2.595 -1.838 7.150
H 0.948 -2.256 6.697
H 1.268 -0.769 7.585
H -0.094 1.124 5.451
H -0.674 -0.424 4.848
H 1.857 2.343 3.079
H 1.259 2.238 1.399
H 2.020 0.819 2.142

Output
HOMO-LUMO gap ... 7.74 eV
Energy relative to the best compared isomer or geometry (same formula, charge and spin) ... 13.3 kcal per mole
E_LUMO ... -0.012 Ha

natural (NBO) atomic charge list, values in e, 5 entries: number 1, Au, carries 0.47; number 2, O, carries -0.62; number 3, C, carries 0.77; number 4, O, carries -0.84; number 5, C, carries -0.09

***

This record from the OMol25 dataset describes C36H52ClF4N8O3SSr as an isolated structure. The level of theory is ωB97M-V/def2-TZVPD.

Atoms and positions in Å:
Sr -4.559 -9.064 22.447
C -1.476 -12.506 21.033
C -2.302 -11.532 21.881
N -3.417 -10.951 21.162
C -2.999 -10.419 19.860
C -4.118 -9.805 19.085
C -4.522 -11.912 21.029
C -5.086 -12.404 22.399
N -5.289 -11.310 23.309
C -5.876 -11.541 24.502
C -5.960 -10.448 25.395
F -5.631 -9.180 24.945
C -6.355 -10.613 26.700
F -6.277 -9.556 27.550
C -6.725 -11.841 27.299
C -6.701 -12.868 26.371
F -7.091 -14.083 26.780
C -6.189 -12.781 25.102
F -6.142 -13.940 24.397
H -0.741 -12.973 21.659
H -0.888 -12.053 20.258
H -2.034 -13.361 20.576
H -1.657 -10.802 22.262
H -2.757 -12.141 22.762
H -2.530 -11.290 19.336
H -2.306 -9.614 19.993
H -4.728 -10.632 18.596
H -3.739 -9.300 18.155
H -4.739 -9.109 19.694
H -4.281 -12.783 20.377
H -5.355 -11.336 20.609
H -4.467 -13.170 22.805
H -6.081 -12.886 22.199
H -7.006 -11.969 28.333
C -0.208 -6.195 21.865
C 0.665 -5.338 20.911
C 0.877 -4.009 21.650
C 2.093 -6.069 20.859
C 0.211 -5.245 19.397
O 0.353 -6.590 18.846
C 1.119 -4.266 18.673
C 0.469 -3.053 17.989
C 0.138 -1.897 18.814
C -1.105 -1.377 18.766
C -1.506 -0.292 19.541
C -0.579 0.313 20.342
Cl -1.148 1.516 21.492
C 0.796 -0.085 20.296
C 1.121 -1.160 19.492
C -1.236 -4.830 19.182
N -2.208 -5.540 20.005
C -2.562 -6.839 19.975
N -3.682 -7.074 20.614
C -3.961 -5.775 21.068
N -3.153 -4.817 20.680
H 0.403 -6.551 22.741
H -0.477 -7.027 21.225
H -1.123 -5.664 22.216
H 1.024 -4.199 22.713
H -0.140 -3.330 21.573
H 1.588 -3.298 21.311
H 2.536 -5.960 21.936
H 2.802 -5.745 20.121
H 1.930 -7.127 20.704
H 1.298 -6.778 18.866
H 1.685 -4.783 17.878
H 1.805 -3.904 19.398
H -0.349 -3.382 17.368
H 1.158 -2.737 17.175
H -1.834 -1.808 18.102
H -2.541 0.041 19.487
H 1.559 0.415 20.895
H 2.106 -1.507 19.638
H -1.467 -5.038 18.180
H -1.470 -3.823 19.492
H -1.951 -7.567 19.472
H -4.870 -5.524 21.614
C -5.533 -5.336 27.343
N -5.042 -6.183 26.303
C -3.748 -6.784 26.212
C -3.753 -7.284 24.764
O -2.895 -8.035 24.284
N -4.896 -6.910 24.174
C -5.642 -6.323 25.082
N -6.904 -5.875 24.810
H -5.392 -5.777 28.306
H -6.674 -5.248 27.232
H -5.014 -4.382 27.303
H -3.598 -7.583 26.874
H -2.928 -6.034 26.301
H -7.177 -5.856 23.792
H -7.637 -5.618 25.500
O -6.936 -8.644 21.922
S -8.087 -8.671 22.936
C -9.536 -8.573 21.954
C -9.538 -9.864 21.151
C -9.461 -10.866 22.267
C -8.435 -10.357 23.290
H -9.587 -7.578 21.441
H -10.340 -8.551 22.655
H -8.775 -10.025 20.411
H -10.521 -9.967 20.673
H -9.217 -11.899 21.971
H -10.371 -10.885 22.862
H -7.516 -10.826 23.470
H -8.824 -10.196 24.327

Output
HOMO-LUMO gap ... 7.10 eV
Net charge ... +1
E_LUMO ... -0.076 Ha

Mulliken atomic charge list, values in e, 5 entries: number 1, Sr, carries 1.39; number 2, C, carries -1.43; number 3, C, carries -0.59; number 4, N, carries 0.95; number 5, C, carries -0.70

***

Number 1: calculated total energy -10306.808 eV. Number 2: calculated total energy -199082.018 eV. Number 3: calculated total energy -169866.839 eV. Number 4: calculated total energy -91297.904 eV.